No. 1
ORCA calculation (the ωB97M-V functional and the def2-TZVPD basis) on a single C14H10BrClO4S molecule at a distorted geometry.

Geometry as XYZ:
```
31
Properties=species:S:1:pos:R:3:forces:R:3:mulliken_charge:R:1
H -1.2284 -0.1993 4.1737 -0.7 0.5 -0.1 0.37
H 2.9855 2.2167 1.1722 1.0 0.3 -0.8 0.54
Cl -2.7339 -3.5455 -4.7763 -0.3 -0.8 0.0 -0.18
H -2.1723 1.3033 3.7742 -0.5 0.9 0.6 0.35
C -1.6155 0.4933 3.3953 2.2 -1.5 -0.7 -1.49
O 0.5188 0.9579 -1.5414 3.3 -0.1 1.3 -0.57
O 0.1656 -1.8542 0.1388 -2.3 1.4 0.7 -0.55
C 1.8280 1.9459 2.8615 0.1 0.1 1.5 -0.13
H 2.6539 0.4893 -2.9764 0.5 1.1 -0.8 0.34
C -1.5959 -1.5493 -1.3451 -1.0 -0.2 0.4 0.15
O 2.6597 0.1200 -0.9418 -2.3 1.4 -0.3 -0.33
H 0.6871 1.4654 4.4886 -0.9 -0.1 0.6 0.45
O -1.1226 0.1245 0.4867 0.2 -2.0 -0.6 -0.57
H 2.1519 -1.1106 -2.7022 0.2 0.5 1.0 0.23
C -0.3522 0.9290 2.6508 -1.0 -0.3 0.1 0.73
S -1.7372 -3.2636 -1.9804 1.2 1.6 1.9 -0.16
C 1.4406 0.8505 -0.7071 -1.9 -2.2 -2.4 0.42
H -2.1990 -0.0671 2.7064 -0.8 -0.5 -0.4 0.38
C 2.0671 1.8659 1.5395 -1.7 -1.5 -1.4 -0.82
C -2.2160 -0.6786 -2.2041 0.0 1.0 0.8 -0.33
C -0.8431 -1.2082 -0.1210 3.3 0.6 -0.1 0.49
C 0.6580 1.4288 3.4208 1.7 1.1 0.0 -0.45
Br 3.1959 2.6936 4.0815 -1.0 -0.5 -0.9 -0.22
H 3.8573 -0.8027 -2.3975 -0.4 0.9 0.2 0.25
H -2.3117 0.4464 -2.1752 0.5 -1.6 0.7 0.37
C -0.1410 0.7646 1.2704 1.0 -0.6 -1.0 0.24
C -2.7557 -1.3240 -3.3036 -0.7 0.5 -1.1 -0.44
C 2.8612 -0.3245 -2.3389 -0.7 -1.4 1.0 -0.63
H -3.2901 -0.6720 -4.0265 0.5 -1.2 0.0 0.32
C -2.5118 -2.6785 -3.3264 -0.8 1.8 -1.5 0.39
C 1.0958 1.1831 0.7034 1.3 0.6 1.6 0.86
```
Positions in Å, forces in eV/Å.

Computed properties:
highest occupied orbital energy = -9.052 eV
energy relative to the best compared isomer or geometry (same formula, charge and spin) = 0.147 eV
charge = 0
SMILES = COC(=O)c1cc(Br)cc(C)c1OC(=O)c1ccc(Cl)s1
multiplicity = 1
E_LUMO = -0.0120 Ha

No. 2
ORCA calculation (the ωB97M-V functional and the def2-TZVPD basis) on a single C14H10BrN3O3S molecule at a distorted geometry.

Geometry as XYZ:
```
32
Properties=species:S:1:pos:R:3:forces:R:3:mulliken_charge:R:1
C -1.4094 3.4069 1.9009 -0.3 -0.5 1.6 -0.16
C -1.3846 5.7913 1.7561 0.1 1.4 1.4 0.21
C -0.7326 -0.6268 -0.5703 -0.4 0.7 -0.7 0.07
C -1.2508 5.6307 0.4330 -0.1 0.3 -4.9 -0.52
O 4.0946 -4.5773 -1.2658 -2.1 -0.4 -0.8 -0.65
N 0.6514 -3.8247 -0.8762 -0.2 -0.2 -1.2 0.52
H -0.2963 -0.1931 -2.6961 0.2 -0.3 0.3 0.42
C -1.4397 4.6913 2.5798 -0.2 -1.7 -3.7 -0.67
C -0.3604 -2.0158 -0.5536 0.1 0.7 -1.0 0.47
H 1.3048 -5.7124 -1.6338 -0.4 -0.4 0.2 0.31
N 0.5209 -2.5467 -1.3275 -0.1 0.8 0.1 -0.77
C 2.9647 -4.7124 -0.7590 3.9 0.8 1.1 0.61
H 1.9471 -4.3804 -2.4851 0.0 1.1 -1.8 0.30
H 3.8736 -4.5272 1.0528 -1.6 -0.5 -0.7 0.24
S -1.3236 0.2196 0.8760 0.9 1.7 -2.5 -0.15
C -1.2408 4.4112 -0.2657 0.0 -2.0 2.8 -0.54
H -1.5136 2.6053 2.7323 0.3 0.7 -2.1 0.09
C -0.5526 0.1426 -1.7004 -0.7 2.3 1.7 -0.55
C -1.1812 1.7884 -0.0678 0.8 -0.5 -2.0 -0.01
N 2.9638 -4.7748 0.5962 -1.1 0.3 1.1 -0.35
H -0.6107 2.3132 -2.1602 0.0 0.8 -0.2 0.35
O -0.8992 -2.8582 0.3567 0.2 -0.1 0.1 -0.28
H -1.2488 6.5419 -0.2484 0.1 -1.2 1.1 0.26
C -0.7704 1.5867 -1.4062 -0.7 -3.4 2.5 -0.51
Br -1.4435 7.7085 2.2048 -0.1 -1.3 0.5 -0.21
H 2.0613 -4.7447 1.1129 1.2 -0.2 -0.3 0.24
O -0.0653 -4.9084 1.0162 -1.1 1.4 -1.2 -0.69
H -1.1625 4.3877 -1.3138 0.0 0.2 -1.1 0.37
H -1.6899 4.7283 3.5785 -0.1 0.1 2.1 0.49
C -0.1824 -3.9826 0.2028 2.6 -3.7 1.8 0.59
C -1.3092 3.1434 0.4697 -0.1 3.1 2.9 1.08
C 1.6854 -4.7114 -1.5391 -1.3 -0.1 2.9 -0.53
```
Positions in Å, forces in eV/Å.

Computed properties:
highest occupied orbital energy = -8.418 eV
energy relative to the best compared isomer or geometry (same formula, charge and spin) = 0.283 eV
charge = 0
SMILES = NC(=O)Cn1nc(-c2ccc(-c3ccc(Br)cc3)s2)oc1=O
multiplicity = 1
E_LUMO = -0.0289 Ha

No. 3
ORCA calculation (the ωB97M-V functional and the def2-TZVPD basis) on a single C14H10Cl2O molecule at a distorted geometry.

Geometry as XYZ:
```
27
Properties=species:S:1:pos:R:3:forces:R:3:mulliken_charge:R:1
C -2.1074 -1.1765 -0.5643 0.9 0.0 -0.3 -0.29
C 1.0432 1.8909 2.2272 -1.0 -0.8 -1.9 -0.78
C 2.2191 2.4992 1.8648 0.1 -0.4 0.2 -0.40
H 2.7473 3.0321 2.6226 0.5 0.4 0.2 0.40
H 1.2771 -1.7461 -0.4749 -0.2 0.0 0.2 0.36
C 1.9716 1.6663 -0.3730 0.3 -0.3 -1.1 -0.23
Cl -1.4400 1.8866 -3.2791 0.0 -0.1 0.6 -0.15
H 3.6410 2.7453 0.3266 1.1 0.5 -0.4 0.45
C 2.7121 2.3358 0.5879 -1.0 -0.3 0.1 -0.71
Cl 0.7856 0.0025 -2.6129 0.4 0.0 0.0 -0.12
O -1.9761 1.9943 -0.7290 2.6 -1.9 -2.9 -0.45
C -2.5312 -2.4606 -0.2261 0.1 -0.7 0.3 -0.59
H 2.4050 1.5923 -1.3953 -0.6 0.0 0.9 0.28
C 0.3023 1.1675 1.2791 0.4 0.1 -0.8 -0.17
C -0.2459 -3.2014 0.0630 0.2 0.1 0.1 -0.67
C 0.2140 -1.9352 -0.3518 -1.1 -0.2 0.1 -0.40
C -1.6075 -3.4855 0.1039 -0.6 1.7 -0.7 -0.47
H 0.4214 -4.0201 0.3772 0.0 0.7 -0.4 0.33
C -0.7230 -0.9182 -0.6763 -0.5 -0.9 0.7 -0.12
H -2.8253 -0.3824 -0.7912 0.2 -0.4 0.1 0.38
H -3.6061 -2.6845 -0.2264 0.5 0.1 0.1 0.36
C 0.7475 1.0722 -0.0611 -0.2 0.3 0.6 -0.23
H 0.5961 2.0211 3.1656 -0.2 0.1 1.4 0.43
H -0.6392 0.7033 1.5409 0.0 0.1 0.1 0.42
C -1.2410 1.4583 -1.5750 -2.6 1.7 3.1 0.20
H -1.9731 -4.4747 0.3130 0.0 -0.2 0.2 0.41
C -0.1675 0.4173 -1.1355 0.8 0.3 -0.4 1.77
```
Positions in Å, forces in eV/Å.

Computed properties:
highest occupied orbital energy = -9.236 eV
energy relative to the best compared isomer or geometry (same formula, charge and spin) = 0.000 eV
charge = 0
SMILES = O=C(Cl)C(Cl)(c1ccccc1)c1ccccc1
multiplicity = 1
E_LUMO = 0.0077 Ha

No. 4
ORCA calculation (the ωB97M-V functional and the def2-TZVPD basis) on a molecular structure, C14H10F5NTi at a distorted geometry.

Geometry as XYZ:
```
31
Properties=species:S:1:pos:R:3:forces:R:3:mulliken_charge:R:1
H 2.8544 0.4401 -1.4740 0.4 0.1 0.0 0.12
F -1.6239 -1.5793 2.1262 0.3 -0.1 0.2 -0.32
F -1.1634 -1.2091 4.7216 -0.1 0.1 0.1 -0.33
H 0.4325 -3.0144 0.4887 -0.1 0.3 0.0 0.44
C 0.0500 0.0052 1.4355 -0.2 0.9 0.6 -0.23
H -2.1311 0.9424 -1.8606 0.6 0.3 -0.4 0.24
F 1.7489 2.3696 3.7070 0.0 0.1 0.2 -0.33
H -2.1143 -2.3342 -0.0622 0.1 0.3 0.0 0.47
N 2.6276 -0.4342 -0.9749 1.7 1.0 0.1 -0.75
H 0.1330 3.7817 -3.8240 -0.3 1.0 -0.7 0.25
C 0.8972 -2.2033 -1.5488 -1.9 -2.7 -1.5 -0.69
H 0.2779 -1.4245 -3.5970 -0.1 0.1 0.3 0.50
C 0.1566 2.9710 -3.1472 -2.7 0.5 0.5 -0.80
C 0.3073 0.5864 4.2902 0.0 -0.1 -0.8 0.67
C -0.9954 2.6697 -2.4796 4.1 -2.5 0.8 0.22
C 0.0217 -1.5738 -2.5505 0.1 -1.0 0.5 -0.57
H 1.8908 -2.5837 -1.7264 -0.2 0.2 0.1 0.42
C 0.7863 1.0643 1.9529 -0.2 -0.5 1.0 0.81
F 1.3952 1.9195 1.0695 0.1 -0.1 0.3 -0.34
C -1.3043 -1.5794 -1.9976 0.8 -0.6 0.7 -0.79
C -1.4965 1.7949 -1.5759 -1.5 1.0 -0.9 -0.44
H -2.2055 -1.3053 -2.5312 0.1 0.2 0.1 0.64
C -0.6737 -0.6589 2.4410 0.7 0.7 0.4 0.06
H 1.1630 2.5516 -3.1773 -0.6 -0.8 0.9 0.23
Ti 0.9322 -0.3189 -0.8698 -2.3 1.6 2.4 0.44
F 0.4546 0.8303 5.6062 0.0 0.0 -0.2 -0.32
C 0.0885 -2.4713 -0.3828 0.2 -0.4 -1.4 -0.43
C 0.9574 1.3499 3.3274 0.0 0.0 -1.0 -0.09
C -1.2611 -2.1382 -0.6955 0.5 0.4 -0.9 -0.30
C -0.5169 -0.4314 3.8311 -0.1 -0.2 -1.1 -0.09
H -1.6891 1.9832 -0.5218 0.6 0.5 0.0 0.29
```
Positions in Å, forces in eV/Å.

Computed properties:
highest occupied orbital energy (spin up / spin down) = -3.167 / -4.382 eV
energy relative to the best compared isomer or geometry (same formula, charge and spin) = 0.000 eV
charge = -1
multiplicity = 2
E_LUMO (spin up / spin down) = 0.0963 / 0.0958 Ha

No. 5
ORCA calculation (the ωB97M-V functional and the def2-TZVPD basis) on a molecular structure, C14H10N2NiO12 at a distorted geometry.

Geometry as XYZ:
```
39
Properties=species:S:1:pos:R:3:forces:R:3:mulliken_charge:R:1
H -0.3221 -0.3940 -4.8131 -0.1 -0.1 -0.7 0.34
O -0.8374 2.0184 0.6134 1.5 -0.8 -1.2 -0.83
O 2.6184 -4.7423 3.5182 -1.0 1.0 -2.9 -0.81
H -0.3971 -1.7142 -3.6802 0.0 0.2 0.4 0.24
O -3.0445 -1.6404 2.2082 0.1 -0.5 0.4 -0.57
Ni -0.1016 -0.0353 0.0220 0.9 1.6 -1.4 1.22
C 0.8644 5.2292 0.5737 1.0 -4.4 -1.5 0.42
C 1.0600 -2.0104 1.7242 1.8 -3.4 -0.2 0.89
H 1.5588 -2.5571 3.8197 0.0 0.2 0.0 0.37
C 1.3118 2.4780 -0.4383 1.6 -2.6 -0.8 0.75
O 2.7511 -5.7923 0.8811 -0.9 3.0 1.2 -0.80
O -0.9383 0.0085 -1.9644 1.2 -1.5 3.5 -0.28
H -3.9124 0.9266 0.6627 0.0 0.1 0.3 0.32
C 1.1315 -2.5924 0.2227 1.8 -1.9 0.5 0.78
O 1.5062 1.2189 -0.8044 -2.1 1.4 1.6 -0.78
C 2.2587 -4.5830 1.0814 1.6 -5.1 -1.0 0.57
C 1.8158 -3.9119 -0.0332 -2.4 4.8 0.6 -1.17
N -1.3361 0.1114 -3.1364 0.1 -3.0 -0.9 0.44
O 3.0873 5.6951 -0.5715 -2.8 -2.4 1.5 -0.75
O -1.8343 1.1703 -3.4807 -2.2 3.5 -2.7 -0.82
C -4.2228 0.0217 1.1851 -0.1 0.8 -0.5 -0.85
H -4.6453 0.1761 2.1780 0.4 0.1 -0.1 0.30
C 2.3596 3.3366 -0.6418 -0.9 4.0 1.2 -0.82
C -0.9903 -0.9179 -4.1296 1.1 0.4 0.7 -0.97
O 0.6199 -0.8651 1.7571 -0.7 1.4 1.0 -0.81
C 0.0536 2.9185 0.2836 -1.6 -2.5 1.4 0.75
O 0.6745 -1.7904 -0.6125 -0.1 -0.6 -0.4 -0.52
O 0.7983 6.3408 0.9643 -0.5 3.6 1.3 -0.65
C -0.1167 4.1601 0.7903 1.4 3.2 -0.8 -0.94
H -5.0047 -0.4419 0.5836 0.4 -0.5 -0.1 0.31
C 2.1428 -4.0467 2.5031 2.8 -4.5 2.9 0.36
H 3.2593 2.9936 -1.1311 0.0 0.1 0.0 0.40
C 2.2133 4.8085 -0.2256 2.2 -0.6 -2.2 0.42
H -1.7969 -1.4300 -4.6542 -0.6 0.5 -0.1 0.26
N -3.0174 -0.8370 1.3054 0.5 -0.1 -0.6 0.74
H -1.0401 4.5335 1.2078 -0.2 -0.5 0.3 0.31
O -2.1090 -0.7175 0.4893 -1.4 0.0 0.7 -0.28
H 1.9719 -4.2612 -1.0432 -0.1 -0.1 0.1 0.40
C 1.6097 -2.8651 2.7858 -3.0 5.2 -1.6 -0.93
```
Positions in Å, forces in eV/Å.

Computed properties:
highest occupied orbital energy (spin up / spin down) = 2.767 / 0.445 eV
charge = -3
multiplicity = 4
E_LUMO (spin up / spin down) = 0.2238 / 0.2236 Ha

No. 6
ORCA calculation (the ωB97M-V functional and the def2-TZVPD basis) on a molecular structure, C14H10N2O8RuS2 at a distorted geometry.

Geometry as XYZ:
```
37
Properties=species:S:1:pos:R:3:forces:R:3:mulliken_charge:R:1
H -4.0888 1.0452 -3.2095 0.0 0.0 0.0 0.54
H 2.8905 0.7779 -0.7950 0.0 0.0 0.0 0.49
H 2.4110 0.7376 1.8519 0.0 0.0 0.0 0.43
Ru 0.0805 0.5544 0.0693 1.9 -1.1 0.8 0.43
C 2.0156 0.0497 1.1220 -0.1 0.2 0.1 -0.53
O -2.4162 2.4889 -1.3431 0.0 0.1 -0.2 -0.64
C -1.9393 1.3931 -1.5914 0.1 -0.1 -0.1 0.00
C 1.1737 -1.0679 1.3843 -0.3 -0.1 0.1 -0.50
S 0.6105 2.7663 0.1616 0.0 0.6 0.0 -0.36
C 1.5596 -1.0127 -0.8477 0.0 -0.1 -0.2 -0.62
C -2.8146 0.1760 -1.7504 0.0 0.0 0.0 0.64
S -1.0902 1.4036 1.9378 -0.6 0.5 -0.2 -0.34
O -6.3551 -2.0491 -3.8763 0.1 -0.2 -0.3 -0.66
C -3.8469 0.1588 -2.6406 0.1 0.0 0.1 -0.54
H 1.5343 -1.2437 -1.9013 0.0 0.0 0.0 0.49
C 0.9499 -1.7655 0.1848 0.2 -0.1 -0.1 -0.13
O -1.3017 4.0029 1.5702 0.1 0.0 0.1 -0.34
C -3.2721 -2.1359 -1.1969 -0.1 -0.4 -0.2 -0.34
O -3.9530 -4.1527 -0.3240 -0.1 -0.2 -0.2 -0.63
H -4.9090 -3.0474 -2.2291 0.0 0.0 0.0 0.58
H 0.8015 -1.3488 2.3573 -0.1 0.0 0.0 0.45
O -0.6715 1.1194 -1.7739 -0.7 0.2 -0.1 -0.72
C 2.2692 0.0707 -0.2690 0.1 0.1 -0.3 -0.41
H -1.2908 4.8947 -0.2875 0.0 0.0 0.0 0.34
C -2.4811 -0.9737 -0.9443 0.1 0.2 0.2 1.21
N -5.6868 -1.0323 -3.7751 -0.5 0.3 0.9 1.01
H 0.3013 -2.6143 0.0566 -0.1 0.0 0.0 0.37
H 0.0164 5.4312 0.8176 0.0 0.0 0.0 0.34
H -1.6670 5.9321 1.1326 0.0 0.0 0.0 0.24
O -5.9649 0.0101 -4.3459 0.2 0.0 -0.4 -0.66
N -3.0119 -3.3925 -0.5000 -0.1 0.5 0.5 0.85
C -4.6004 -1.0116 -2.8130 0.0 -0.1 -0.3 -0.42
C -1.0323 5.1432 0.7414 -0.1 0.0 0.1 -0.73
O -1.8937 -3.6061 -0.0732 0.2 -0.1 -0.2 -0.58
O -1.6096 -0.9054 -0.0273 -0.4 -0.4 -0.2 -0.53
C -0.6533 2.8980 1.2723 0.0 -0.1 0.2 0.70
C -4.3248 -2.1511 -2.0943 0.1 0.1 0.0 -0.45
```
Positions in Å, forces in eV/Å.

Computed properties:
highest occupied orbital energy (spin up / spin down) = -4.155 / -4.987 eV
energy relative to the best compared isomer or geometry (same formula, charge and spin) = 0.435 eV
charge = -1
multiplicity = 2
E_LUMO (spin up / spin down) = 0.0915 / 0.0914 Ha

Copy entry 1 word for word.
ORCA calculation (the ωB97M-V functional and the def2-TZVPD basis) on a single C14H10BrClO4S molecule at a distorted geometry.

Geometry as XYZ:
```
31
Properties=species:S:1:pos:R:3:forces:R:3:mulliken_charge:R:1
H -1.2284 -0.1993 4.1737 -0.7 0.5 -0.1 0.37
H 2.9855 2.2167 1.1722 1.0 0.3 -0.8 0.54
Cl -2.7339 -3.5455 -4.7763 -0.3 -0.8 0.0 -0.18
H -2.1723 1.3033 3.7742 -0.5 0.9 0.6 0.35
C -1.6155 0.4933 3.3953 2.2 -1.5 -0.7 -1.49
O 0.5188 0.9579 -1.5414 3.3 -0.1 1.3 -0.57
O 0.1656 -1.8542 0.1388 -2.3 1.4 0.7 -0.55
C 1.8280 1.9459 2.8615 0.1 0.1 1.5 -0.13
H 2.6539 0.4893 -2.9764 0.5 1.1 -0.8 0.34
C -1.5959 -1.5493 -1.3451 -1.0 -0.2 0.4 0.15
O 2.6597 0.1200 -0.9418 -2.3 1.4 -0.3 -0.33
H 0.6871 1.4654 4.4886 -0.9 -0.1 0.6 0.45
O -1.1226 0.1245 0.4867 0.2 -2.0 -0.6 -0.57
H 2.1519 -1.1106 -2.7022 0.2 0.5 1.0 0.23
C -0.3522 0.9290 2.6508 -1.0 -0.3 0.1 0.73
S -1.7372 -3.2636 -1.9804 1.2 1.6 1.9 -0.16
C 1.4406 0.8505 -0.7071 -1.9 -2.2 -2.4 0.42
H -2.1990 -0.0671 2.7064 -0.8 -0.5 -0.4 0.38
C 2.0671 1.8659 1.5395 -1.7 -1.5 -1.4 -0.82
C -2.2160 -0.6786 -2.2041 0.0 1.0 0.8 -0.33
C -0.8431 -1.2082 -0.1210 3.3 0.6 -0.1 0.49
C 0.6580 1.4288 3.4208 1.7 1.1 0.0 -0.45
Br 3.1959 2.6936 4.0815 -1.0 -0.5 -0.9 -0.22
H 3.8573 -0.8027 -2.3975 -0.4 0.9 0.2 0.25
H -2.3117 0.4464 -2.1752 0.5 -1.6 0.7 0.37
C -0.1410 0.7646 1.2704 1.0 -0.6 -1.0 0.24
C -2.7557 -1.3240 -3.3036 -0.7 0.5 -1.1 -0.44
C 2.8612 -0.3245 -2.3389 -0.7 -1.4 1.0 -0.63
H -3.2901 -0.6720 -4.0265 0.5 -1.2 0.0 0.32
C -2.5118 -2.6785 -3.3264 -0.8 1.8 -1.5 0.39
C 1.0958 1.1831 0.7034 1.3 0.6 1.6 0.86
```
Positions in Å, forces in eV/Å.

Computed properties:
highest occupied orbital energy = -9.052 eV
energy relative to the best compared isomer or geometry (same formula, charge and spin) = 0.147 eV
charge = 0
SMILES = COC(=O)c1cc(Br)cc(C)c1OC(=O)c1ccc(Cl)s1
multiplicity = 1
E_LUMO = -0.0120 Ha